Entry 1:
The following is a DFT calculation (ωB97M-V/def2-TZVPD) of a molecular structure, C27H45Cl2OPV at a distorted geometry.

E_tot   -3336.9240 Ha
Total charge   -1
Lowest unoccupied orbital energy (spin up / spin down)   2.79 / 2.79 eV
Multiplicity   3
HOMO-LUMO gap (spin up / spin down)   0.206 / 0.212 Ha

Geometry as XYZ:
```
77
Properties=species:S:1:pos:R:3:forces:R:3
H -3.2458 -2.6971 -2.1426 -0.07 0.05 0.05
C -3.2347 -1.6440 -1.8420 0.03 0.10 0.04
C 1.2958 0.1704 -1.4644 -0.50 0.51 0.03
C -1.1630 4.8518 0.1836 0.07 -0.19 -0.20
H -2.1551 2.1682 -2.1353 -0.06 -0.20 -0.01
H -1.3730 -4.3079 1.5730 0.43 -0.01 0.06
H -1.4347 5.1761 -0.8299 0.07 -0.02 0.00
H 2.3171 5.0845 0.2509 -0.08 -0.03 -0.05
C -0.3370 -1.8259 1.4828 -0.47 -0.08 0.68
H 3.9163 -1.3920 -3.8778 -0.16 -0.01 -0.03
C 1.3142 3.2050 -0.1185 0.06 -0.02 0.28
C 1.1685 0.5582 -2.9391 0.29 -0.15 -0.21
C -0.6267 -0.4073 5.2679 -0.06 0.15 -0.60
C 0.2039 5.4295 0.5585 0.04 -0.21 0.12
C 2.8928 -1.2660 -3.5013 -0.18 -0.09 0.03
H -1.4012 -1.8450 -0.6930 -0.08 0.22 -0.19
H -4.9363 -0.9870 -3.0032 0.12 0.02 -0.07
C -0.2813 -4.3058 1.6741 0.64 0.13 -0.02
O 0.1982 0.3725 4.3816 0.73 -0.26 0.43
C 0.3999 -3.0497 1.6852 -0.17 0.01 -0.26
H -1.4312 -2.0186 1.4231 0.32 -0.12 -0.20
C -1.7600 0.2537 -1.1445 0.56 0.73 0.02
H -1.5235 0.9145 -3.1909 -0.18 -0.01 0.14
C -1.1988 3.3150 0.2504 -0.02 -0.01 0.31
H 0.9787 -1.4463 6.2995 -0.11 0.15 -0.09
H -0.9709 -1.2986 4.7204 0.19 0.18 0.15
H -3.9014 1.2585 -3.6646 -0.09 -0.03 0.03
H 3.2598 0.8541 -3.3509 -0.07 -0.02 -0.02
Cl -1.9995 0.7629 2.4315 -2.20 0.62 0.42
H -3.4409 -1.0845 -3.9220 0.05 0.03 0.13
H 0.3448 5.3175 1.6412 0.00 0.01 -0.08
H -0.0951 -6.4438 1.7308 0.09 0.12 -0.01
H 2.2522 -1.9156 -4.1137 0.01 0.06 0.08
C -3.6365 0.7226 -2.7473 -0.16 -0.02 0.04
H -1.5244 0.1926 5.4718 0.26 -0.11 0.13
H 3.6731 -1.3011 -1.4853 -0.11 -0.03 -0.02
C 1.3639 4.7405 -0.1667 -0.10 -0.13 -0.24
H -2.4454 0.4252 -0.2908 0.17 -0.06 -0.31
H 0.2251 6.5025 0.3347 0.01 -0.07 0.12
C 1.5265 -1.3359 -1.3344 0.12 -0.20 0.08
C -3.8588 -0.7864 -2.9496 0.12 0.08 -0.10
H -0.5214 -1.2961 7.2061 0.02 0.01 0.14
H -1.9283 5.2615 0.8541 0.06 -0.07 -0.10
H 1.5610 2.8463 0.8921 -0.11 0.13 -0.23
H -3.8471 -1.5620 -0.9332 0.12 0.00 -0.07
H 1.5502 -1.6431 -0.2791 0.00 0.19 -0.39
H -4.3246 1.0773 -1.9676 0.12 -0.02 -0.02
Cl 2.1340 0.6138 2.0885 1.93 0.33 0.11
H 2.3510 -2.0865 1.8687 -0.31 -0.51 -0.04
H 0.9565 1.6316 -3.0629 0.08 -0.24 0.03
V -0.0059 0.0236 1.8320 0.52 -0.71 0.94
C 0.4349 -5.4917 1.7477 0.23 -0.01 0.03
C 2.4554 0.1925 -3.6992 -0.01 0.12 0.10
H 1.1093 0.4066 4.7518 -0.84 -0.11 -0.70
H 1.3577 5.0466 -1.2205 -0.04 0.05 0.00
C 2.5180 -4.2582 1.8717 -0.28 0.15 0.03
C 1.8196 -3.0493 1.8250 -0.08 -0.52 -0.06
H -1.1571 -1.4049 -2.3879 -0.19 0.07 0.09
C 1.8382 -5.4855 1.8297 -0.04 0.14 -0.01
H 2.3995 -6.4232 1.8524 -0.21 0.27 0.02
H -2.1795 2.9622 -0.1040 0.26 0.03 0.10
H 2.9457 -2.8248 -1.9941 0.04 0.16 0.01
C -1.7962 -1.2262 -1.5094 -0.22 -0.28 -0.09
P -0.1191 0.7764 -0.3975 -0.02 -0.20 -0.08
H 3.6095 -4.2444 1.9353 -0.29 -0.03 0.01
C 2.8278 -1.7348 -2.0384 0.06 0.14 0.00
H 0.3213 0.0152 -3.3840 0.18 0.05 0.09
H 0.5243 0.1255 7.0096 -0.04 -0.07 0.02
H 2.1715 0.6857 -1.0284 -0.23 -0.17 -0.07
H 2.1012 2.8077 -0.7773 -0.19 0.09 0.17
H 2.3117 0.3956 -4.7670 0.12 0.00 0.06
H -1.1424 2.9931 1.3011 0.02 0.09 -0.25
H -0.1955 2.8567 -1.6137 0.02 0.23 0.23
C -2.2051 1.0928 -2.3462 -0.19 -0.13 -0.11
H 0.6843 -1.8750 -1.7889 0.24 0.06 0.09
C -0.0566 2.6504 -0.5359 -0.12 -0.18 -0.85
C 0.1405 -0.7729 6.5161 -0.12 -0.15 0.13
```
Forces are in eV/Å.

Mulliken atomic charge list, values in e, 8 entries: number 1, H, carries 0.398; number 2, C, carries -0.956; number 3, C, carries -0.110; number 4, C, carries -0.919; number 5, H, carries 0.236; number 6, H, carries 0.322; number 7, H, carries 0.358; number 8, H, carries 0.393


Entry 2:
The following is a DFT calculation (ωB97M-V/def2-TZVPD) of C2H5NO in the gas phase at a distorted geometry.

E_tot   -209.2126 Ha
Total charge   0
Lowest unoccupied orbital energy   0.89 eV
Multiplicity   1
HOMO-LUMO gap   0.397 Ha

Geometry as XYZ:
```
9
Properties=species:S:1:pos:R:3:forces:R:3
H 1.1255 0.2737 1.3228 0.58 0.07 0.40
C -0.0440 0.5410 -0.3342 -0.40 -1.00 -0.36
H -2.0976 0.6337 -0.4965 -0.13 -0.36 -0.30
O 0.2848 1.6021 -0.8028 -0.16 0.37 0.27
N -1.3168 -0.0008 -0.4754 1.41 0.45 0.27
H 1.8359 -0.4425 -0.1796 0.22 0.23 0.28
C 0.9528 -0.3227 0.4433 -0.43 0.07 -0.76
H 0.6227 -1.3132 0.7537 -0.29 0.08 -0.09
H -1.3633 -0.9713 -0.2313 -0.80 0.09 0.28
```
Forces are in eV/Å.

Mulliken atomic charge list, values in e, 8 entries: number 1, H, carries 0.230; number 2, C, carries 0.478; number 3, H, carries 0.230; number 4, O, carries -0.560; number 5, N, carries -0.375; number 6, H, carries 0.248; number 7, C, carries -0.815; number 8, H, carries 0.344


Result set for energy above the lowest of the compared OMol25 structures with the same formula, charge and spin: 40.2, 25.5 kJ/mol, one per record in the order listed.